C28H44O12 | ωB97M-V/def2-TZVPD

```
! RIJCOSX wB97M-V def2-TZVPD def2/J DEFGRID3
* xyz 0 1
C -2.9758 2.4935 0.3416
C -2.7255 1.2224 -0.6871
O -3.4594 0.0924 -0.6159
O -1.6671 1.3793 -1.7099
C -2.0552 2.4362 -2.7017
C -3.1942 1.8662 -3.7346
C -4.3575 2.9533 -4.1418
C -5.6435 3.0007 -3.1236
C -6.5853 1.6617 -2.7814
C -6.2964 0.1689 -3.4549
O -7.6218 -0.3514 -3.8962
O -8.0263 0.4073 -4.9056
C -7.9026 1.7250 -1.7599
C -8.3848 3.1425 -1.0222
C -7.4660 4.4730 -1.3812
C -6.1302 4.4081 -2.3857
C -5.3397 5.8673 -2.5914
O -4.0134 5.9995 -2.6714
C -6.3599 7.1918 -2.6385
C -7.5849 7.2515 -1.7440
C -7.8923 5.9549 -0.7332
O -8.3948 6.1219 0.4929
H -3.6988 2.1800 1.2071
H -1.9217 2.8558 0.7082
H -3.4184 3.3748 -0.3136
H -1.0588 2.6339 -3.3266
H -2.3227 3.4611 -2.1963
H -2.6200 1.6045 -4.7479
H -3.5934 0.8475 -3.3190
H -4.7853 2.6070 -5.2009
H -3.8247 3.9807 -4.3160
H -5.8207 -0.5261 -2.6208
H -5.5300 0.2668 -4.3441
H -8.7500 1.0192 -4.5751
H -8.5448 0.7638 -1.5553
H -9.3190 3.2236 -0.3071
H -6.1892 8.0981 -3.3605
H -8.3505 8.1417 -1.7576
C -0.0204 -1.0007 0.5940
O 1.3331 -0.6030 0.7290
C 1.6462 0.6065 0.0406
C 2.5308 1.5165 0.9011
O 1.8863 2.0975 2.0424
C 1.4801 1.1995 3.0833
C 2.6224 0.5272 3.8566
O 3.3323 -0.3987 3.0356
C 4.7435 -0.2825 3.1453
H -0.1452 -1.5748 -0.3300
H -0.2705 -1.6407 1.4439
H -0.7062 -0.1474 0.6045
H 0.7353 1.1576 -0.2375
H 2.1864 0.3341 -0.8712
H 2.8344 2.3683 0.2772
H 3.4555 1.0235 1.1935
H 0.7650 0.4702 2.7065
H 0.9228 1.8161 3.7966
H 2.2026 -0.0382 4.6930
H 3.2840 1.2971 4.2610
H 5.0650 0.7620 3.1900
H 5.1892 -0.7371 2.2580
H 5.0897 -0.8242 4.0311
C 7.6433 -7.2691 -0.0220
O 6.7061 -6.7502 0.9058
C 6.8799 -7.2441 2.2326
C 6.7358 -6.1175 3.2627
O 7.7960 -5.1524 3.2686
C 7.9226 -4.3229 2.1064
C 6.7816 -3.3211 1.8843
O 5.5649 -3.9848 1.5460
C 4.4383 -3.4944 2.2580
H 7.2872 -8.2305 -0.4067
H 7.7219 -6.5635 -0.8530
H 8.6403 -7.3829 0.4156
H 7.8655 -7.7164 2.3594
H 6.1033 -7.9952 2.4069
H 6.7590 -6.5769 4.2604
H 5.7691 -5.6237 3.1902
H 8.1067 -4.9267 1.2195
H 8.8387 -3.7433 2.2627
H 7.0379 -2.6686 1.0453
H 6.6681 -2.7022 2.7777
H 4.6741 -3.2929 3.3069
H 3.6599 -4.2597 2.2262
H 4.0623 -2.5881 1.7730
*
```

- Calculated total energy: -1995.360897 Ha
- Maximum force: 8.79 eV/A
- HOMO-LUMO gap: 7.07 eV
- SMILES: CC(=O)OCCCc1c(COO)ccc2c1C(=O)C=CC2=O.COCCOCCOC.COCCOCCOC
- E_HOMO: -8.930 eV



C28H45BrN2P2Pb | ωB97M-V/def2-TZVPD

```
! RIJCOSX wB97M-V def2-TZVPD def2/J DEFGRID3
* xyz 2 1
N -7.2213 5.7174 -5.4937
C -6.8525 6.3064 -4.3629
C -6.1029 5.6483 -3.4004
C -5.6786 4.3130 -3.6098
C -6.0942 3.7277 -4.8285
C -6.8609 4.4615 -5.7280
C -4.8771 3.6094 -2.5837
Pb 0.2030 0.1470 1.2724
P 6.1618 -0.9342 0.3358
C -3.6783 3.0143 -2.7931
C -2.8642 2.3359 -1.7907
C -1.7592 1.5897 -2.2508
C -0.9286 0.9197 -1.3748
C -1.3160 1.0749 -0.0737
C -2.3508 1.7595 0.5153
C -3.1409 2.4027 -0.4231
Br 1.9383 -1.5153 3.0858
H -5.3163 3.6168 -1.5719
H -3.2541 3.0392 -3.8023
H -5.8102 6.1722 -2.4844
H -5.8304 2.6873 -5.0702
H -7.1704 7.3486 -4.2058
H -7.1903 4.0108 -6.6787
H -1.5345 1.5240 -3.2974
H -3.9764 2.9675 -0.0398
H -0.0723 0.3349 -1.7019
H -2.5248 1.7830 1.5749
P -0.5277 -2.2334 0.3017
C 5.6233 0.8396 0.4603
C 6.6712 1.8501 0.0135
H 5.3102 1.0306 1.4966
H 4.7286 0.9160 -0.1727
H 6.4939 2.8252 0.4755
H 7.6866 1.5404 0.2835
H 6.6453 1.9994 -1.0684
C 5.3471 -1.3676 -1.2822
C 5.9846 -2.5194 -2.0461
H 5.3870 -0.4482 -1.8849
H 4.2884 -1.5752 -1.0727
H 5.7010 -2.4859 -3.1014
H 7.0772 -2.4823 -1.9990
H 5.6651 -3.4922 -1.6612
C 5.0428 -1.7187 1.5818
C 5.7134 -2.0943 2.9015
H 4.5694 -2.5966 1.1188
H 4.2487 -0.9828 1.7652
H 5.1487 -2.8783 3.4168
H 6.7355 -2.4613 2.7611
H 5.7576 -1.2368 3.5787
C -0.4073 -3.4399 1.5995
C -1.5457 -4.4399 1.6472
H -0.3208 -2.9278 2.5713
H 0.5613 -3.9364 1.4449
H -2.4704 -3.9791 2.0056
H -1.7409 -4.9006 0.6771
H -1.2990 -5.2419 2.3445
C 0.6514 -2.5472 -1.0268
C 0.0961 -2.5297 -2.4510
H 1.0080 -3.5561 -0.7719
H 1.5338 -1.8826 -0.9507
H -0.3800 -3.4823 -2.7033
H -0.6350 -1.7341 -2.6296
H 0.9071 -2.3823 -3.1720
C -2.1818 -1.9762 -0.3202
C -3.3001 -1.4638 0.5988
H -2.4076 -2.9940 -0.6650
H -2.1051 -1.3338 -1.2046
H -4.0500 -0.8922 0.0323
H -3.8364 -2.2827 1.0863
H -2.9350 -0.7879 1.3918
C 0.5456 0.3566 6.9277
C -0.5664 -0.3787 6.1157
C -0.3665 -0.1258 4.7547
N -0.2504 0.1770 3.6404
H 1.5230 -0.0812 6.6978
H 0.3128 0.2054 7.9919
H 0.5297 1.4282 6.6992
H -0.5451 -1.4254 6.2889
H -1.5215 0.0638 6.2948
*
```

- Relative energy (zero: lowest compared OMol25 entry of this formula, charge and spin): 56.6 kJ/mol
- Calculated total energy: -4652.312380 Ha
- Maximum force: 3.96 eV/A
- HOMO-LUMO gap (spin up / spin down): 5.28 / 3.58 eV
- E_HOMO (spin up / spin down): -12.555 / -12.554 eV



C28H45GeN4O2RbSi3 | ωB97M-V/def2-TZVPD

```
! RIJCOSX wB97M-V def2-TZVPD def2/J DEFGRID3
* xyz -1 2
Rb -0.3159 -0.5407 0.3958
O -0.9070 1.8634 0.0009
C -0.7968 2.8503 -0.8048
C -1.4312 4.0967 -0.5267
C -1.3196 5.1965 -1.3466
C -0.5706 5.1322 -2.5233
C 0.0363 3.9304 -2.8373
C -0.0501 2.7895 -2.0320
C 0.6167 1.6018 -2.5642
N 0.6956 0.4287 -2.0584
N 1.3467 -0.4600 -2.9178
C 1.5883 -1.6346 -2.4030
O 1.3709 -2.0513 -1.2141
C 2.1972 -2.6028 -3.3894
C 2.2576 -3.9535 -3.0691
C 2.8021 -4.8777 -3.9507
C 3.3055 -4.4565 -5.1721
C 3.2517 -3.1065 -5.5020
C 2.7003 -2.1889 -4.6221
H -2.0183 4.1453 0.3834
H -1.8225 6.1188 -1.0729
H -0.4756 5.9907 -3.1754
H 0.6085 3.8517 -3.7574
H 1.0853 1.7470 -3.5445
H 1.8599 -4.2690 -2.1164
H 2.8346 -5.9278 -3.6827
H 3.7354 -5.1718 -5.8630
H 3.6431 -2.7688 -6.4545
H 2.6438 -1.1379 -4.8678
C 2.3526 -5.8725 0.0973
C 1.2837 -5.1926 0.8873
C 0.5199 -5.6470 1.9439
C -0.3327 -4.5754 2.2649
N -0.0974 -3.5358 1.4741
N 0.8881 -3.9326 0.6428
C -1.3620 -4.5159 3.3484
H 2.7583 -6.7082 0.6659
H 3.1662 -5.1870 -0.1402
H 1.9634 -6.2637 -0.8450
H 0.5731 -6.6137 2.4174
H 1.1907 -3.2940 -0.1244
H -1.5994 -5.5198 3.7008
H -2.2794 -4.0494 2.9910
H -1.0083 -3.9384 4.2058
C -0.4182 4.7786 2.8614
Si -1.8714 3.8178 3.5497
C -1.9401 4.1036 5.4159
C -3.5065 4.4575 2.8736
Ge -1.6374 1.5028 3.1011
Si 0.0118 0.5979 4.5542
C 0.8103 -0.9580 3.8787
C 1.3663 1.8658 4.8497
C -0.7633 0.1488 6.2127
Si -3.7198 0.3908 3.2895
C -4.5911 0.8590 4.8919
C -3.4504 -1.4702 3.2954
C -4.8338 0.8428 1.8517
H -0.6199 5.8535 2.8719
H -0.2035 4.4835 1.8330
H 0.4736 4.5940 3.4648
H -2.0852 5.1663 5.6329
H -1.0178 3.7850 5.9048
H -2.7660 3.5485 5.8683
H -3.5520 5.5475 2.9486
H -4.3346 4.0455 3.4570
H -3.6631 4.1826 1.8299
H 1.4097 -0.7779 2.9843
H 0.0610 -1.7063 3.6143
H 1.4753 -1.3930 4.6307
H 1.8164 2.1806 3.9059
H 2.1550 1.4445 5.4794
H 0.9772 2.7566 5.3454
H -1.5181 -0.6313 6.0856
H -1.2517 1.0130 6.6695
H -0.0045 -0.2251 6.9064
H -3.9782 0.6102 5.7606
H -5.5460 0.3329 4.9830
H -4.7919 1.9327 4.9231
H -2.7983 -1.7718 4.1187
H -2.9799 -1.8034 2.3668
H -4.3992 -2.0036 3.4022
H -5.0809 1.9062 1.8743
H -5.7673 0.2740 1.8847
H -4.3394 0.6442 0.8988
*
```

- Relative energy (zero: lowest compared OMol25 entry of this formula, charge and spin): 24.6 kJ/mol
- Calculated total energy: -4433.092804 Ha
- Maximum force: 0.70 eV/A
- HOMO-LUMO gap (spin up / spin down): 5.97 / 5.44 eV
- Expectation value of S²: 0.75
- E_HOMO (spin up / spin down): -3.819 / -3.811 eV



C28H46B2BrCoF2O2Si | ωB97M-V/def2-TZVPD

```
! RIJCOSX wB97M-V def2-TZVPD def2/J DEFGRID3
* xyz 0 1
Co -0.0778 -0.0774 -0.0226
C 3.1818 -4.2234 0.2100
C 1.8670 -3.8945 0.6036
C 1.4174 -2.6087 0.4997
C 2.2463 -1.5702 -0.0047
C 1.7756 -0.2180 -0.1409
C 2.6718 0.7339 -0.5681
C 4.0006 0.4010 -0.9140
C 4.4428 -0.8855 -0.8292
C 3.5759 -1.9058 -0.3726
C 4.0132 -3.2499 -0.2601
H 3.5306 -5.2449 0.2956
H 1.2211 -4.6647 1.0068
H 0.4192 -2.3692 0.8533
H 2.3671 1.7666 -0.6576
H 4.6705 1.1819 -1.2533
H 5.4605 -1.1440 -1.0978
H 5.0301 -3.4890 -0.5501
C -4.4986 -2.0244 -3.3194
C -4.7028 -3.1056 -2.2457
C -5.6458 -2.5010 -1.1952
C -5.4053 -4.3130 -2.8907
Si -3.0577 -3.6691 -1.4470
Br -1.9269 -1.6828 -1.0801
C -3.2440 -4.4161 0.3088
C -1.9141 -5.0009 0.7997
C -3.6662 -3.3722 1.3555
C -4.2910 -5.5438 0.2902
C -1.8895 -4.6376 -2.6166
C -2.3165 -6.1154 -2.6709
C -1.9530 -4.0672 -4.0413
C -0.4151 -4.5693 -2.1859
H -5.4738 -1.7843 -3.7555
H -3.8458 -2.3378 -4.1302
H -4.0939 -1.1066 -2.8929
H -6.5378 -2.1221 -1.7041
H -5.1865 -1.6603 -0.6716
H -5.9786 -3.2314 -0.4583
H -6.3831 -3.9941 -3.2655
H -5.5762 -5.1286 -2.1853
H -4.8479 -4.7098 -3.7398
H -1.1184 -4.2539 0.7939
H -1.5888 -5.8589 0.2128
H -2.0412 -5.3410 1.8328
H -2.9108 -2.5950 1.4770
H -3.7756 -3.8780 2.3205
H -4.6147 -2.8922 1.1284
H -4.0549 -6.3250 -0.4348
H -5.2943 -5.1741 0.0759
H -4.3233 -6.0145 1.2781
H -3.3586 -6.2441 -2.9701
H -2.1719 -6.6223 -1.7165
H -1.6982 -6.6349 -3.4099
H -2.9311 -4.1974 -4.5039
H -1.2259 -4.5991 -4.6629
H -1.6921 -3.0072 -4.0676
H -0.2269 -5.0111 -1.2116
H -0.0380 -3.5466 -2.1656
H 0.1815 -5.1245 -2.9174
C -1.6688 0.9080 4.3544
C -0.2184 1.1483 3.9546
C 0.3568 2.3158 4.7326
O -0.2196 1.4830 2.5484
B 0.0461 0.3362 1.8247
O 0.3920 -0.7059 2.6731
C 0.6452 -0.1450 3.9810
C 2.1417 0.1338 4.0538
C 0.2440 -1.1594 5.0344
H -2.2522 1.7900 4.0905
H -1.7642 0.7356 5.4274
H -2.0846 0.0510 3.8223
H -0.3064 3.1759 4.6382
H 1.3374 2.5986 4.3559
H 0.4428 2.0646 5.7922
H 2.4377 0.8718 3.3064
H 2.6761 -0.7929 3.8438
H 2.4357 0.4924 5.0415
H -0.7800 -1.4990 4.8902
H 0.3351 -0.7305 6.0349
H 0.9048 -2.0247 4.9732
F 0.5818 2.7835 0.1781
B -0.2690 1.7794 -0.0357
F -1.5123 2.1939 -0.3740
*
```

- Relative energy (zero: lowest compared OMol25 entry of this formula, charge and spin): 0.0 kJ/mol
- Calculated total energy: -5740.919461 Ha
- Maximum force: 0.42 eV/A
- HOMO-LUMO gap: 8.11 eV
- E_HOMO: -7.653 eV



C28H46BN12O3S4Zr | ωB97M-V/def2-TZVPD

```
! RIJCOSX wB97M-V def2-TZVPD def2/J DEFGRID3
* xyz 1 1
Zr -0.7386 0.5688 0.5953
N 0.3300 1.6086 2.3899
C -0.3595 1.0811 3.5846
C -1.8609 1.0188 3.2328
O -2.6766 1.6589 3.8739
N -2.1026 0.2437 2.1593
C -3.4264 0.4608 1.5895
C -3.2475 1.3798 0.3742
O -4.0933 1.5521 -0.4694
O -2.0696 1.9604 0.3589
H 1.3412 1.4934 2.4991
H 0.1475 2.6158 2.3078
H -0.2349 1.7238 4.4622
H 0.0189 0.0770 3.8097
H -4.0652 0.9915 2.3123
H -3.9133 -0.4752 1.2982
C 4.6213 0.0830 2.6904
C 4.7190 0.5394 1.2293
C 4.2063 1.9703 1.0945
C 6.1845 0.5238 0.7737
N 3.9532 -0.4294 0.4223
C 4.3900 -1.7269 0.3047
C 3.4630 -2.4195 -0.3864
N 2.4366 -1.5687 -0.6992
B 1.2081 -2.1275 -1.4497
N 0.3375 -2.9714 -0.5088
C -0.2881 -4.1109 -0.9349
C -1.0004 -4.6079 0.0954
N -0.8292 -3.7736 1.1728
C -0.0173 -2.7692 0.7784
S 0.5987 -1.4642 1.6852
C -1.5190 -4.0484 2.4428
C -0.9889 -5.3791 2.9899
C -3.0210 -4.1260 2.1424
C -1.3018 -2.9456 3.4730
N 0.3297 -1.0576 -2.1922
C 0.7843 -0.5633 -3.3910
C -0.2749 -0.1141 -4.0965
N -1.4100 -0.3374 -3.3596
C -1.0145 -0.8682 -2.1795
S -2.0034 -1.1613 -0.8048
C -2.7683 -0.0491 -3.8756
C -2.7718 -0.3174 -5.3843
C -3.8069 -0.9554 -3.2150
C -3.0979 1.4182 -3.6068
C 2.7390 -0.3634 -0.1776
S 1.7227 0.9921 -0.3608
H 5.0995 0.8128 3.3369
H 5.1187 -0.8723 2.8362
H 3.5810 -0.0281 2.9919
H 4.8513 2.6227 1.6774
H 3.1906 2.0745 1.4629
H 4.2298 2.2952 0.0592
H 6.7236 1.3154 1.2872
H 6.2565 0.7031 -0.2957
H 6.6827 -0.4120 1.0073
H 5.3139 -2.0663 0.7192
H 3.4478 -3.4490 -0.6716
H 1.6163 -2.8633 -2.2894
H -0.1650 -4.4866 -1.9287
H -1.6102 -5.4834 0.1319
H -1.1726 -6.2038 2.3063
H -1.4837 -5.6045 3.9300
H 0.0810 -5.3193 3.1771
H -3.2785 -4.9673 1.5055
H -3.3406 -3.2080 1.6519
H -3.5728 -4.2304 3.0725
H -0.2508 -2.8454 3.7298
H -1.8539 -3.2046 4.3729
H -1.6796 -1.9929 3.0966
H 1.8255 -0.5757 -3.6386
H -0.3011 0.3406 -5.0606
H -2.3820 -1.3094 -5.5984
H -2.1983 0.4227 -5.9339
H -3.7953 -0.2685 -5.7442
H -3.4265 -1.9695 -3.1086
H -4.7001 -0.9856 -3.8304
H -4.1022 -0.5825 -2.2380
H -2.3423 2.0708 -4.0346
H -3.1650 1.6100 -2.5386
H -4.0591 1.6623 -4.0489
C 0.5730 7.0361 0.0370
C 0.4778 5.9074 -0.9109
N 0.7721 5.9671 -2.1702
N 0.5169 4.7461 -2.6729
C 0.0522 3.8940 -1.7310
S -0.4180 2.3239 -1.9714
N 0.0311 4.6474 -0.5868
N -0.3635 4.1853 0.6679
H 0.8181 7.9254 -0.5344
H 1.3509 6.8708 0.7808
H -0.3715 7.1961 0.5575
H 0.6433 4.5462 -3.6514
H -0.6923 4.9840 1.2072
H -1.1579 3.5383 0.5352
*
```

- Calculated total energy: -3642.117510 Ha
- Maximum force: 4.03 eV/A
- HOMO-LUMO gap: 7.58 eV
- E_HOMO: -10.153 eV